No. 1
{"formula": "CH6IN4", "method": "ωB97M-V/def2-TZVPD", "elements": ["C", "N", "N", "N", "N", "I", "H", "H", "H", "H", "H", "H"], "xyz": [[1.6611, 0.7043, 0.6927], [1.0329, 0.0793, -0.2450], [0.1774, 0.1791, -1.1180], [0.1578, -0.5988, -2.1171], [1.7631, 0.2545, 1.8940], [-4.5817, -0.5305, 0.2494], [2.4173, 1.4364, 0.3694], [0.8603, -1.2557, -2.3224], [-0.6055, -0.2802, -2.6363], [1.1875, -0.4534, 2.1829], [-6.2147, -0.3936, 0.3645], [2.1445, 0.8585, 2.6858]], "forces_ev_per_a": [[1.1006, 0.8426, -2.0532], [0.7398, -1.3888, -0.0324], [-0.3404, 1.7554, 1.2834], [-0.3663, 0.8644, 1.0502], [1.7606, 2.6945, 2.8916], [-0.7181, 0.0553, 0.0600], [-0.6680, 0.2883, 0.2676], [0.9167, -1.0903, -0.5041], [-1.0325, -0.5932, -1.9606], [-1.7761, -2.1662, 0.8987], [0.7366, -0.0554, -0.0621], [-0.3530, -1.2067, -1.8391]], "lowdin_charge": [-0.1594, 0.0789, 0.0072, 0.1721, 0.1921, 0.3005, 0.1689, 0.1349, 0.1229, 0.0976, -0.3060, 0.1905], "max_force_ha_per_bohr": 0.0841, "multiplicity": 1, "energy_ev": -15185.9461, "mol_weight_g_mol": 201.0, "relative_energy_kcal_mol": 24.33, "charge": 1}

No. 2
{"formula": "C8H6INO", "method": "ωB97M-V/def2-TZVPD", "elements": ["N", "C", "C", "O", "C", "C", "C", "C", "C", "C", "H", "H", "H", "H", "H", "I", "H"], "xyz": [[-0.7706, -3.8358, 1.0071], [-0.6883, -2.7765, 0.5997], [-0.7823, -1.4941, -0.0305], [-1.6926, -1.3959, -0.7660], [0.3474, -0.5860, 0.1128], [1.5225, -1.0281, 0.8140], [2.5788, -0.1579, 1.0183], [2.4695, 1.1722, 0.6527], [1.2873, 1.6165, 0.0062], [0.2539, 0.7249, -0.2613], [1.5767, -2.1360, 0.8867], [3.4899, -0.6762, 1.4313], [3.2837, 1.7605, 0.9540], [1.0263, 2.6206, -0.1961], [-0.6576, 1.1520, -0.6505], [-4.6201, 0.0818, -0.1541], [-3.0441, -0.1716, -1.1369]], "forces_ev_per_a": [[0.1198, -1.1742, 0.5334], [0.0042, -0.4869, 0.7763], [2.7338, -0.2398, 0.3010], [-2.7367, 1.0244, -2.2406], [1.3585, -0.3576, 1.8287], [-1.4674, -0.6749, -2.0668], [0.4573, -2.0916, 0.2966], [-1.6270, -0.5003, -0.4319], [0.6307, -1.2393, 0.9098], [0.1475, 1.1367, 0.1529], [0.3632, 0.9606, 0.7075], [-0.8068, 1.3110, -0.3078], [0.7527, 1.3168, -0.0811], [0.5438, 1.0800, -0.1936], [-0.1801, -0.2569, -0.2644], [2.2824, -0.2246, -1.5360], [-2.5757, 0.4165, 1.6160]], "lowdin_charge": [0.2131, -0.1336, -0.3982, 0.0349, -0.1580, -0.0084, -0.0807, -0.0445, -0.0342, -0.0201, 0.1203, 0.1304, 0.0899, 0.0951, 0.1181, 0.2190, -0.1430], "max_force_ha_per_bohr": 0.0716, "multiplicity": 1, "energy_ev": -20029.4106, "smiles": "N#CC(=O)c1ccccc1.I", "mol_weight_g_mol": 259.0, "relative_energy_kcal_mol": 11.25, "charge": 0}

No. 3
{"formula": "C20H34Br2O3", "method": "ωB97M-V/def2-TZVPD", "elements": ["Br", "C", "C", "Br", "H", "H", "H", "H", "C", "C", "C", "C", "C", "C", "H", "H", "H", "H", "H", "H", "C", "C", "C", "C", "C", "C", "H", "H", "H", "H", "H", "H", "C", "C", "O", "H", "H", "H", "H", "H", "H", "C", "C", "O", "H", "H", "H", "H", "H", "H", "C", "C", "O", "H", "H", "H", "H", "H", "H"], "xyz": [[0.9625, 2.1927, 0.9964], [0.5477, 0.7082, -0.2043], [-0.8510, 0.1737, 0.0891], [-2.0681, 1.5376, -0.6643], [1.3491, -0.0268, -0.1294], [0.7096, 1.0102, -1.2390], [-0.8924, 0.0002, 1.1644], [-1.0799, -0.6851, -0.5421], [1.9264, 0.1087, 4.6196], [0.8524, 0.7999, 4.1180], [0.4868, 0.6003, 2.7983], [1.1790, -0.3131, 2.0458], [2.2324, -1.0918, 2.5844], [2.6003, -0.8511, 3.8891], [2.1303, 0.3206, 5.6588], [0.2948, 1.4746, 4.7506], [-0.3163, 1.1990, 2.3946], [0.9733, -0.3598, 0.9866], [2.8678, -1.7244, 1.9823], [3.4943, -1.3187, 4.2745], [-1.9649, 0.6780, -4.4448], [-1.5300, 0.7264, -3.1284], [-0.3005, 0.1849, -2.7166], [0.5603, -0.2767, -3.6970], [0.1843, -0.3645, -4.9959], [-1.1047, 0.0763, -5.3944], [-2.9772, 0.9425, -4.7124], [-2.2488, 1.1260, -2.4284], [-0.1148, 0.0777, -1.6581], [1.5562, -0.5819, -3.4116], [0.8823, -0.8448, -5.6656], [-1.4489, -0.1256, -6.3980], [-3.4377, 0.1112, -2.0300], [-3.1510, -0.9852, -1.0421], [-3.6221, -2.1649, -1.6498], [-3.0457, 1.0604, -1.6648], [-4.5128, 0.1853, -2.1934], [-3.0131, -0.2432, -2.9693], [-3.4587, -0.9559, 0.0031], [-2.0877, -1.2250, -1.0451], [-4.5789, -2.1247, -1.5828], [0.3291, -2.0261, 0.6166], [-1.0354, -2.2281, 1.2464], [-1.9990, -1.6035, 0.4211], [0.6539, -1.0030, 0.8061], [0.2430, -2.1044, -0.4672], [1.1571, -2.6681, 0.9173], [-1.0751, -1.7849, 2.2415], [-1.2625, -3.2770, 1.4369], [-2.2459, -2.1928, -0.2953], [2.4528, 2.7093, 2.2511], [3.1355, 1.5446, 1.5742], [4.4562, 1.9521, 1.4502], [2.8679, 2.8787, 3.2447], [1.4154, 2.4389, 2.4479], [2.5828, 3.6395, 1.6980], [2.7828, 1.3081, 0.5703], [3.0845, 0.7026, 2.2645], [4.4724, 2.6828, 0.8278]], "forces_ev_per_a": [[-9.0829, -0.0970, -12.4362], [-0.0764, 3.0104, -1.8292], [2.5914, 2.7258, -1.6578], [6.7309, 5.8599, 12.0046], [0.3072, 0.6607, -1.0003], [0.0570, 1.1381, 1.1884], [-1.1036, 0.4329, -0.6946], [1.4931, 2.1194, 0.6861], [-0.1139, 0.0622, 1.2424], [-0.4222, -0.2395, -0.2084], [-0.9568, -1.2334, 2.2684], [2.1318, 0.2985, 3.4347], [-1.2335, 0.6905, -0.1126], [0.4313, -0.0184, 0.0871], [0.5742, -0.2214, 0.0937], [0.0236, 0.1528, 0.0179], [-0.3680, -0.8062, 0.7127], [4.2267, 6.7236, 4.8794], [-0.2209, -0.1490, -0.2513], [-0.0790, -0.1686, 0.2406], [2.1785, -1.0059, -1.6277], [2.2360, 1.0118, -1.7139], [-1.8095, -0.0324, -1.5516], [0.5585, -0.1801, 1.3183], [-1.1696, 0.2693, -1.2976], [0.0450, 0.0000, 0.9086], [-0.0090, 0.2481, -0.0641], [3.3112, 0.0787, -4.0887], [-0.3805, -0.6115, -2.5515], [0.1543, -0.3397, 0.0505], [-0.1706, 0.1484, -0.4325], [0.0410, 0.2002, -0.1690], [-5.6582, -3.1631, -1.8046], [-2.2293, 1.9503, -4.5109], [-0.8570, -1.3978, 0.0381], [-5.9030, -2.8593, -3.0394], [-0.6738, -0.1659, 0.0912], [-1.5180, -0.5812, 0.7155], [-1.2201, 1.2231, -1.1562], [-1.7840, 2.1264, -3.2294], [-0.2326, -0.3452, -0.1799], [-0.7322, -2.8272, -2.2786], [0.7492, -0.9853, 0.7490], [1.5218, -6.7097, 7.8087], [-3.8138, -8.8507, -2.3602], [-0.1125, -0.6766, -0.2795], [-0.3940, -0.1770, 0.2861], [-0.0082, 0.3223, 0.0895], [-0.1048, -0.1524, -0.2873], [0.1097, -2.0322, 1.4803], [3.9588, 2.1426, 4.4065], [2.6986, 0.4311, 1.2673], [2.3097, -0.2539, -0.0578], [0.7600, 0.0592, 0.2720], [1.8116, 1.9878, 4.6303], [0.0343, 0.0528, 0.1631], [0.6777, -0.4867, 0.4329], [0.5495, 0.5802, -0.6482], [0.1658, 0.0602, -0.0448]], "lowdin_charge": [1.1797, -0.5467, -0.4801, 1.1582, 0.0990, 0.0625, 0.0760, 0.0304, -0.0828, -0.0685, -0.2283, -0.2449, -0.0612, -0.0833, 0.1061, 0.1183, 0.0673, -0.0503, 0.1270, 0.1110, -0.0679, -0.2114, -0.0970, -0.0954, -0.1029, -0.0547, 0.1152, -0.0892, 0.0113, 0.1057, 0.0964, 0.0917, -0.2476, -0.3828, -0.0216, -0.2447, 0.1112, 0.0702, 0.1469, 0.0695, 0.1010, -0.0778, -0.1865, -0.2996, -0.0904, 0.1139, 0.1056, 0.1274, 0.1276, 0.0867, -0.3916, -0.4073, -0.0465, 0.1124, -0.1038, 0.0839, 0.0726, 0.0896, 0.0905], "max_force_ha_per_bohr": 0.2995, "multiplicity": 1, "energy_ev": -167488.5041, "mol_weight_g_mol": 482.3, "charge": 0}